Entry 1:
An isolated molecule of C25H30N4O2, computed with ωB97M-V with the def2-TZVPD basis set.

XYZ file:
```
61
C25H30N4O2 | OMol25 | ωB97M-V with the def2-TZVPD basis set
C -5.446 -0.047 2.214
C -5.747 0.784 0.964
C -7.248 1.035 0.837
C -5.265 -0.016 -0.240
O -5.964 -0.859 -0.767
N -4.001 0.220 -0.685
C -3.070 1.180 -0.124
C -1.801 1.240 -0.969
N -1.192 -0.067 -1.057
C 0.140 -0.211 -0.861
N 0.816 0.925 -0.684
C 2.128 0.937 -0.504
C 2.727 2.270 -0.334
C 2.112 3.195 0.505
C 2.655 4.454 0.676
C 3.810 4.811 -0.002
C 4.414 3.904 -0.857
C 3.878 2.640 -1.023
C 2.875 -0.243 -0.482
C 2.200 -1.447 -0.657
C 0.812 -1.465 -0.844
C 0.194 -2.721 -0.958
N -0.220 -3.793 -1.020
C 3.048 -2.674 -0.599
C 3.951 -2.629 0.652
C 3.106 -2.918 1.898
C 5.070 -3.666 0.518
O 4.550 -1.344 0.840
C 4.335 -0.375 -0.163
C -2.095 -1.167 -1.325
C -3.464 -0.631 -1.727
H -5.961 -1.002 2.151
H -4.379 -0.238 2.315
H -5.788 0.476 3.105
H -5.228 1.743 1.031
H -7.454 1.686 -0.010
H -7.632 1.502 1.740
H -7.763 0.093 0.675
H -2.803 0.899 0.903
H -3.516 2.180 -0.104
H -2.035 1.620 -1.971
H -1.073 1.913 -0.514
H 1.213 2.908 1.029
H 2.177 5.162 1.337
H 4.234 5.795 0.131
H 5.306 4.184 -1.398
H 4.338 1.945 -1.711
H 3.683 -2.701 -1.491
H 2.448 -3.582 -0.582
H 3.727 -2.821 2.785
H 2.289 -2.203 1.971
H 2.695 -3.923 1.857
H 4.652 -4.660 0.383
H 5.684 -3.656 1.415
H 5.704 -3.429 -0.333
H 4.743 0.550 0.247
H 4.900 -0.636 -1.076
H -1.704 -1.787 -2.138
H -2.202 -1.800 -0.435
H -4.165 -1.458 -1.860
H -3.397 -0.083 -2.674
```

As for the spin multiplicity: 1. For the HOMO-LUMO gap, the calculation gives 8.292 eV. The SMILES is CC(C)C(=O)N1CCN(c2nc(-c3ccccc3)c3c(c2C#N)CC(C)(C)OC3)CC1. The value obtained for the energy above the lowest of the compared OMol25 structures with the same formula, charge and spin is 33.0 kcal per mole. As for the lowest unoccupied orbital energy: 0.0032 Eh.

***

Entry 2:
A structure of composition C13H11F6N4PtSSb, computed with ωB97M-V with the def2-TZVPD basis set.

XYZ file:
```
37
C13H11F6N4PtSSb | OMol25 | ωB97M-V with the def2-TZVPD basis set
Pt 0.078 -0.954 -1.914
N 3.920 -2.359 -0.733
C 2.734 -1.768 -0.892
S 1.857 -2.141 -2.397
N 2.275 -0.947 0.004
N 1.062 -0.420 -0.320
C 0.502 0.470 0.449
C 1.100 0.951 1.700
C 1.314 2.320 1.870
C 1.876 2.787 3.047
C 2.200 1.895 4.060
C 1.978 0.534 3.895
C 1.442 0.056 2.713
C -0.799 0.973 -0.037
C -1.611 1.825 0.682
C -2.816 2.233 0.119
C -3.176 1.780 -1.135
C -2.333 0.904 -1.802
N -1.184 0.516 -1.258
H 4.276 -3.009 -1.412
H 4.468 -2.159 0.087
H 1.066 3.014 1.077
H 2.059 3.845 3.172
H 2.629 2.263 4.983
H 2.227 -0.156 4.689
H 1.274 -1.005 2.579
H -1.310 2.156 1.665
H -3.470 2.896 0.669
H -4.108 2.071 -1.597
H -2.584 0.482 -2.765
F -0.949 -3.816 -2.774
Sb -2.532 -2.833 -3.044
F -2.563 -3.244 -4.852
F -3.645 -4.183 -2.438
F -3.835 -1.510 -3.280
F -2.264 -2.119 -1.290
F -1.158 -1.345 -3.521
```

As for the spin multiplicity: 2. Its total charge is +1. For the HOMO-LUMO gap (alpha / beta), the calculation gives 7.743 / 5.636 eV. As for the lowest unoccupied orbital energy (alpha / beta): -0.1811 / -0.2579 Eh.

***

Repeat the first record exactly.
An isolated molecule of C25H30N4O2, computed with ωB97M-V with the def2-TZVPD basis set.

XYZ file:
```
61
C25H30N4O2 | OMol25 | ωB97M-V with the def2-TZVPD basis set
C -5.446 -0.047 2.214
C -5.747 0.784 0.964
C -7.248 1.035 0.837
C -5.265 -0.016 -0.240
O -5.964 -0.859 -0.767
N -4.001 0.220 -0.685
C -3.070 1.180 -0.124
C -1.801 1.240 -0.969
N -1.192 -0.067 -1.057
C 0.140 -0.211 -0.861
N 0.816 0.925 -0.684
C 2.128 0.937 -0.504
C 2.727 2.270 -0.334
C 2.112 3.195 0.505
C 2.655 4.454 0.676
C 3.810 4.811 -0.002
C 4.414 3.904 -0.857
C 3.878 2.640 -1.023
C 2.875 -0.243 -0.482
C 2.200 -1.447 -0.657
C 0.812 -1.465 -0.844
C 0.194 -2.721 -0.958
N -0.220 -3.793 -1.020
C 3.048 -2.674 -0.599
C 3.951 -2.629 0.652
C 3.106 -2.918 1.898
C 5.070 -3.666 0.518
O 4.550 -1.344 0.840
C 4.335 -0.375 -0.163
C -2.095 -1.167 -1.325
C -3.464 -0.631 -1.727
H -5.961 -1.002 2.151
H -4.379 -0.238 2.315
H -5.788 0.476 3.105
H -5.228 1.743 1.031
H -7.454 1.686 -0.010
H -7.632 1.502 1.740
H -7.763 0.093 0.675
H -2.803 0.899 0.903
H -3.516 2.180 -0.104
H -2.035 1.620 -1.971
H -1.073 1.913 -0.514
H 1.213 2.908 1.029
H 2.177 5.162 1.337
H 4.234 5.795 0.131
H 5.306 4.184 -1.398
H 4.338 1.945 -1.711
H 3.683 -2.701 -1.491
H 2.448 -3.582 -0.582
H 3.727 -2.821 2.785
H 2.289 -2.203 1.971
H 2.695 -3.923 1.857
H 4.652 -4.660 0.383
H 5.684 -3.656 1.415
H 5.704 -3.429 -0.333
H 4.743 0.550 0.247
H 4.900 -0.636 -1.076
H -1.704 -1.787 -2.138
H -2.202 -1.800 -0.435
H -4.165 -1.458 -1.860
H -3.397 -0.083 -2.674
```

As for the spin multiplicity: 1. For the HOMO-LUMO gap, the calculation gives 8.292 eV. The SMILES is CC(C)C(=O)N1CCN(c2nc(-c3ccccc3)c3c(c2C#N)CC(C)(C)OC3)CC1. The value obtained for the energy above the lowest of the compared OMol25 structures with the same formula, charge and spin is 33.0 kcal per mole. As for the lowest unoccupied orbital energy: 0.0032 Eh.

***

Repeat the first record exactly.
An isolated molecule of C25H30N4O2, computed with ωB97M-V with the def2-TZVPD basis set.

XYZ file:
```
61
C25H30N4O2 | OMol25 | ωB97M-V with the def2-TZVPD basis set
C -5.446 -0.047 2.214
C -5.747 0.784 0.964
C -7.248 1.035 0.837
C -5.265 -0.016 -0.240
O -5.964 -0.859 -0.767
N -4.001 0.220 -0.685
C -3.070 1.180 -0.124
C -1.801 1.240 -0.969
N -1.192 -0.067 -1.057
C 0.140 -0.211 -0.861
N 0.816 0.925 -0.684
C 2.128 0.937 -0.504
C 2.727 2.270 -0.334
C 2.112 3.195 0.505
C 2.655 4.454 0.676
C 3.810 4.811 -0.002
C 4.414 3.904 -0.857
C 3.878 2.640 -1.023
C 2.875 -0.243 -0.482
C 2.200 -1.447 -0.657
C 0.812 -1.465 -0.844
C 0.194 -2.721 -0.958
N -0.220 -3.793 -1.020
C 3.048 -2.674 -0.599
C 3.951 -2.629 0.652
C 3.106 -2.918 1.898
C 5.070 -3.666 0.518
O 4.550 -1.344 0.840
C 4.335 -0.375 -0.163
C -2.095 -1.167 -1.325
C -3.464 -0.631 -1.727
H -5.961 -1.002 2.151
H -4.379 -0.238 2.315
H -5.788 0.476 3.105
H -5.228 1.743 1.031
H -7.454 1.686 -0.010
H -7.632 1.502 1.740
H -7.763 0.093 0.675
H -2.803 0.899 0.903
H -3.516 2.180 -0.104
H -2.035 1.620 -1.971
H -1.073 1.913 -0.514
H 1.213 2.908 1.029
H 2.177 5.162 1.337
H 4.234 5.795 0.131
H 5.306 4.184 -1.398
H 4.338 1.945 -1.711
H 3.683 -2.701 -1.491
H 2.448 -3.582 -0.582
H 3.727 -2.821 2.785
H 2.289 -2.203 1.971
H 2.695 -3.923 1.857
H 4.652 -4.660 0.383
H 5.684 -3.656 1.415
H 5.704 -3.429 -0.333
H 4.743 0.550 0.247
H 4.900 -0.636 -1.076
H -1.704 -1.787 -2.138
H -2.202 -1.800 -0.435
H -4.165 -1.458 -1.860
H -3.397 -0.083 -2.674
```

As for the spin multiplicity: 1. For the HOMO-LUMO gap, the calculation gives 8.292 eV. The SMILES is CC(C)C(=O)N1CCN(c2nc(-c3ccccc3)c3c(c2C#N)CC(C)(C)OC3)CC1. The value obtained for the energy above the lowest of the compared OMol25 structures with the same formula, charge and spin is 33.0 kcal per mole. As for the lowest unoccupied orbital energy: 0.0032 Eh.

***

Copy entry 2 word for word.
A structure of composition C13H11F6N4PtSSb, computed with ωB97M-V with the def2-TZVPD basis set.

XYZ file:
```
37
C13H11F6N4PtSSb | OMol25 | ωB97M-V with the def2-TZVPD basis set
Pt 0.078 -0.954 -1.914
N 3.920 -2.359 -0.733
C 2.734 -1.768 -0.892
S 1.857 -2.141 -2.397
N 2.275 -0.947 0.004
N 1.062 -0.420 -0.320
C 0.502 0.470 0.449
C 1.100 0.951 1.700
C 1.314 2.320 1.870
C 1.876 2.787 3.047
C 2.200 1.895 4.060
C 1.978 0.534 3.895
C 1.442 0.056 2.713
C -0.799 0.973 -0.037
C -1.611 1.825 0.682
C -2.816 2.233 0.119
C -3.176 1.780 -1.135
C -2.333 0.904 -1.802
N -1.184 0.516 -1.258
H 4.276 -3.009 -1.412
H 4.468 -2.159 0.087
H 1.066 3.014 1.077
H 2.059 3.845 3.172
H 2.629 2.263 4.983
H 2.227 -0.156 4.689
H 1.274 -1.005 2.579
H -1.310 2.156 1.665
H -3.470 2.896 0.669
H -4.108 2.071 -1.597
H -2.584 0.482 -2.765
F -0.949 -3.816 -2.774
Sb -2.532 -2.833 -3.044
F -2.563 -3.244 -4.852
F -3.645 -4.183 -2.438
F -3.835 -1.510 -3.280
F -2.264 -2.119 -1.290
F -1.158 -1.345 -3.521
```

As for the spin multiplicity: 2. Its total charge is +1. For the HOMO-LUMO gap (alpha / beta), the calculation gives 7.743 / 5.636 eV. As for the lowest unoccupied orbital energy (alpha / beta): -0.1811 / -0.2579 Eh.